No. 1
Entry from the OMol25 dataset: a single C21H21N3O2 molecule (ωB97M-V/def2-TZVPD).

Each line ends with the Mulliken charge.
Element x y z (Å)
N  2.6973  2.9953  4.5200  -0.55
O  3.5583  -4.3170  0.1134  -0.55
C  1.8738  3.0394  3.6764  0.02
O  -1.8680  3.8105  -0.3294  -0.45
C  3.6263  -3.7062  -0.9232  0.69
C  0.3986  4.4943  2.3711  -0.23
C  -0.4432  4.7830  1.3164  -1.03
C  0.4120  -2.3627  -2.0341  -0.86
C  1.1375  -2.5454  0.3370  -0.46
C  -0.9597  -2.3460  -1.5729  -0.88
C  -0.2045  -2.5196  0.7635  -0.53
C  0.6182  2.1903  1.7462  -0.44
C  0.9448  3.2659  2.6486  -0.14
C  -0.8635  3.6150  0.5928  0.84
C  1.4549  -2.5484  -1.1080  0.50
C  -1.2463  -2.2125  -0.1561  0.97
C  -0.3522  2.3470  0.8095  -0.45
N  2.7138  -2.7972  -1.4838  -0.18
N  -2.5910  -0.2894  0.0822  0.16
C  4.8531  -3.8641  -1.7952  -1.31
C  -2.5908  -1.7502  0.2518  -1.62
C  -2.6267  2.7532  -0.7922  -0.97
C  -1.7818  0.4426  1.0618  -1.14
C  -2.6434  0.3509  -1.2431  -0.57
C  -0.8521  1.1716  0.0779  0.32
C  -1.7345  1.5271  -1.0816  0.46
H  0.7067  5.4274  2.8481  0.37
H  -0.7658  5.8361  1.1003  0.39
H  0.6684  -2.2218  -3.0582  0.36
H  1.8486  -2.5709  1.1292  0.47
H  -1.6825  -2.0453  -2.2180  0.76
H  -0.4546  -2.5014  1.8354  0.41
H  1.0850  1.2242  1.9742  0.53
H  3.0069  -2.4810  -2.4177  0.28
H  4.4865  -4.3500  -2.7237  0.31
H  5.7166  -4.3305  -1.3753  0.34
H  5.2308  -2.8678  -1.9370  0.35
H  -3.4059  -2.2396  -0.2953  0.40
H  -2.8355  -1.9706  1.2976  0.45
H  -3.3455  2.5907  0.0379  0.38
H  -3.0635  2.9636  -1.7966  0.36
H  -1.2419  -0.1434  1.7285  0.38
H  -2.3256  1.1567  1.6744  0.53
H  -3.6588  0.8247  -1.3821  0.48
H  -2.4000  -0.3312  -2.0281  -0.12
H  -0.0358  0.6787  -0.2524  0.59
H  -1.0647  1.8241  -1.9903  0.40

The value obtained for the maximum force is 5.42 eV/Å. Its energy above the lowest of the compared OMol25 structures with the same formula, charge and spin is 93.5 kcal/mol. For the orbital gap, the calculation gives 8.525 eV. The calculation puts the LUMO energy at 0.42 eV. Its SMILES is CC(=O)Nc1ccc(CN2C[C@H]3COc4ccc(C#N)cc4[C@H]3C2)cc1. The HOMO energy is -8.10 eV.



No. 2
Entry from the OMol25 dataset: a molecular structure, C21H21N3O8Pb (ωB97M-V/def2-TZVPD).

Each line ends with the Mulliken charge.
Element x y z (Å)
Pb  -0.0107  0.8951  0.8880  1.37
O  -1.3354  0.7581  -3.0267  -0.56
C  -2.0795  1.9468  -2.9928  -1.10
C  -1.9877  2.7368  -1.6977  -0.67
N  -2.1985  1.9780  -0.4618  0.75
C  -2.5553  2.9169  0.6077  -0.92
C  -1.4853  4.0083  0.8710  0.50
O  -1.9107  5.1339  1.1750  -0.80
O  -0.2871  3.6205  0.7906  -0.66
C  -3.1983  0.9265  -0.5683  -0.48
C  -3.1453  -0.0896  0.5835  0.21
O  -4.1891  -0.6760  0.8637  -0.77
O  -2.0026  -0.2894  1.1261  -0.51
H  -0.5689  0.8411  -2.4206  0.33
H  -3.1217  1.6774  -3.1949  0.47
H  -1.7694  2.6327  -3.7964  0.35
H  -2.7311  3.5497  -1.7769  0.49
H  -1.0084  3.2130  -1.6144  0.13
H  -2.6884  2.3471  1.5337  0.42
H  -3.5112  3.4093  0.3812  0.33
H  -3.0044  0.3445  -1.4703  0.37
H  -4.2211  1.3249  -0.6229  0.23
C  2.0456  3.1683  -2.5222  -0.55
O  1.9158  2.2057  -3.5657  -0.50
C  2.2931  0.9218  -3.2437  0.58
C  3.1672  0.2783  -4.0907  -0.48
C  3.5510  -1.0424  -3.8483  -0.61
C  3.0585  -1.6777  -2.7273  -0.90
C  2.1773  -1.0462  -1.8390  0.82
C  1.7782  -1.8197  -0.6676  -0.89
N  1.1658  -1.3995  0.3726  0.31
N  1.0134  -2.3695  1.3528  -0.67
C  0.7249  -1.8471  2.5256  0.47
O  0.6290  -0.6262  2.8413  -0.91
C  0.5274  -2.8659  3.6227  0.25
C  0.2092  -2.4184  4.8999  -0.43
C  0.0262  -3.3189  5.9408  -0.55
C  0.1605  -4.6818  5.7156  -0.31
C  0.4749  -5.1361  4.4397  -0.56
C  0.6559  -4.2354  3.4010  -0.21
C  1.7319  0.2747  -2.1045  0.18
O  0.8468  0.9023  -1.3961  -0.32
H  2.0788  4.1427  -3.0105  0.26
H  1.2165  3.1253  -1.8182  0.11
H  2.9779  3.0115  -1.9702  0.30
H  3.5353  0.8258  -4.9511  0.39
H  4.2301  -1.5508  -4.5217  0.35
H  3.3572  -2.6978  -2.5075  0.30
H  2.0999  -2.8656  -0.6607  0.28
H  0.1043  -1.3515  5.0455  0.40
H  -0.2274  -2.9556  6.9303  0.36
H  0.0155  -5.3872  6.5263  0.35
H  0.5745  -6.1997  4.2537  0.35
H  0.8953  -4.5686  2.4007  0.40

The value obtained for the maximum force is 0.26 eV/Å. Its energy above the lowest of the compared OMol25 structures with the same formula, charge and spin is 0.6 kcal/mol. For the orbital gap, the calculation gives 6.940 eV. The calculation puts the LUMO energy at 4.69 eV. The total charge is -2. The HOMO energy is -2.26 eV.



No. 3
Entry from the OMol25 dataset: a single C21H21N5OS molecule (ωB97M-V/def2-TZVPD).

Each line ends with the Mulliken charge.
Element x y z (Å)
O  3.6823  0.2714  -1.6605  -0.76
N  1.2163  2.4810  0.8171  -0.69
S  0.5014  -1.4919  -4.8906  -0.19
C  2.5323  0.3265  -1.9380  0.59
C  1.9415  1.6492  0.0817  0.06
C  -1.2057  -1.0622  -4.6648  -0.50
C  -1.4708  -0.3657  -3.4834  -0.41
C  -0.1955  -0.0331  -2.7284  0.24
C  1.4883  0.9077  -1.1502  0.62
C  0.8644  -0.5229  -3.4869  -0.19
C  0.1683  0.7618  -1.5428  -0.31
C  2.5053  3.7568  4.1444  -0.28
C  3.7839  3.2173  4.1074  -0.56
C  1.5637  3.6375  3.1198  -0.95
C  4.1420  2.5370  3.0106  -0.62
C  1.9402  2.8897  1.9865  0.75
C  3.2573  2.2786  1.9429  0.40
N  2.1872  -0.3161  -3.0949  -0.11
N  3.1608  1.5307  0.7472  -0.09
N  -2.4937  -0.5556  2.2376  -0.28
N  -0.7114  1.1304  -0.4966  0.01
C  -2.6958  0.9409  2.4703  -0.50
C  -3.6494  -1.1260  1.5603  -0.79
C  -1.2258  -0.5801  1.3606  -1.36
C  -3.0605  1.6127  1.1774  -0.89
C  -3.9981  -0.4774  0.2315  -0.98
C  -1.4925  0.0354  -0.0124  -0.07
C  -2.9303  0.7098  -0.0112  0.13
H  -1.9323  -1.4200  -5.3502  0.51
H  -2.4890  -0.1611  -3.1284  0.33
H  2.2552  4.4409  4.9388  0.34
H  4.4898  3.2347  4.9447  0.36
H  0.6185  4.1130  3.3004  0.40
H  5.1148  2.0936  3.1006  0.34
H  2.9395  -0.8923  -3.4385  0.25
H  3.8650  1.0188  0.2995  0.12
H  -0.3859  1.7396  0.2806  0.68
H  -3.5610  1.1457  3.0389  0.38
H  -1.7687  1.5019  2.8627  0.13
H  -4.4483  -0.8869  2.2022  0.38
H  -3.4389  -2.1983  1.5939  0.38
H  -0.9198  -1.5671  1.1882  0.36
H  -0.3773  -0.0392  1.8980  0.30
H  -2.4178  2.5213  1.0661  0.36
H  -4.0619  2.1110  1.3395  0.43
H  -4.9319  -0.0039  0.2595  0.60
H  -4.0608  -1.1881  -0.6203  0.33
H  -1.5732  -0.7808  -0.7595  0.38
H  -3.2095  0.9636  -1.0787  0.38

The value obtained for the maximum force is 4.48 eV/Å. Its energy above the lowest of the compared OMol25 structures with the same formula, charge and spin is 61.7 kcal/mol. For the orbital gap, the calculation gives 7.982 eV. The calculation puts the LUMO energy at 0.04 eV. Its SMILES is O=c1[nH]c2sccc2c(N[C@H]2CN3CCC2CC3)c1-c1nc2ccccc2[nH]1. The HOMO energy is -7.94 eV.



No. 4
Entry from the OMol25 dataset: a single C21H21N6PS molecule (ωB97M-V/def2-TZVPD).

Each line ends with the Mulliken charge.
Element x y z (Å)
S  1.9793  -1.7276  -1.7033  -0.37
N  1.0236  2.6267  -0.8648  -1.06
N  -1.0793  -2.9283  0.8951  -0.49
N  -2.2000  -0.7728  -2.4690  -0.54
C  1.0267  1.4521  -1.4485  0.11
C  0.0062  -2.2605  0.5930  -0.22
C  -1.2050  -1.5742  -2.1839  0.16
C  3.0187  -1.6827  2.7972  -1.14
C  -0.7149  -4.9884  -3.7455  -1.16
C  -0.9142  -3.3834  2.1947  -0.79
C  -3.0129  -1.4202  -3.4171  -0.97
C  2.2147  -1.7110  1.7122  0.55
C  -0.4716  -3.8360  -3.0089  0.57
C  0.2937  -3.0030  2.6934  -0.05
C  -2.5137  -2.6711  -3.6446  0.07
C  -0.2178  1.1982  0.4499  0.09
C  0.3653  0.5224  -0.5803  0.29
C  -0.1828  5.8619  2.9181  -0.36
C  1.0648  5.5833  2.3024  -0.62
C  -1.2576  5.0091  2.6556  -0.72
C  1.2142  4.4783  1.4633  -0.28
C  -1.0887  3.9307  1.7679  -0.08
C  0.1607  3.6052  1.1862  0.30
N  0.9052  -2.2577  1.6860  0.51
N  -1.3486  -2.7517  -2.9228  0.39
N  0.3047  2.4991  0.3174  0.83
C  1.7178  1.2538  -2.7390  -1.33
C  -1.0811  0.6057  1.4915  -1.38
P  0.2474  -1.2542  -0.9811  1.17
H  2.6895  -2.0506  3.7592  0.25
H  4.0271  -1.2770  2.7786  0.27
H  0.0437  -5.7925  -3.8098  0.25
H  -1.6442  -5.0876  -4.2997  0.25
H  -1.6863  -3.9454  2.7368  0.41
H  -3.9163  -1.0105  -3.8372  0.43
H  2.6464  -1.2772  0.7981  0.11
H  0.4426  -3.8735  -2.4228  0.20
H  0.7792  -3.2920  3.6339  0.29
H  -2.9426  -3.4428  -4.2762  0.28
H  -0.2843  6.7107  3.5876  0.38
H  1.8632  6.2838  2.4238  0.38
H  -2.2424  5.2317  3.1074  0.32
H  2.1611  4.2141  0.9490  0.37
H  -1.9450  3.3394  1.4657  0.41
H  2.7481  0.8062  -2.5748  0.23
H  1.8486  2.1668  -3.2650  0.46
H  1.1193  0.5629  -3.3678  0.27
H  -0.5032  0.3640  2.3807  0.17
H  -1.5823  -0.3203  1.0948  0.26
H  -1.8771  1.2863  1.7225  0.51

The value obtained for the maximum force is 4.13 eV/Å. For the orbital gap, the calculation gives 9.002 eV. The calculation puts the LUMO energy at 0.44 eV. Its SMILES is C=Cn1ccnc1P(=S)(c1c(C)nn(-c2ccccc2)c1C)c1nccn1C=C. The HOMO energy is -8.57 eV.